[1]
Computed, not measured: C42H41NO4P2Sn as an isolated structure, with ωB97M-V with the def2-TZVPD basis set.

Each line ends with the Mulliken charge.
Geometry (Å):
Sn  1.275  -1.573  1.075  0.731
C  -2.558  0.395  4.846  -0.731
C  -2.726  0.246  3.508  -0.008
C  -3.438  1.232  2.608  -1.455
C  -2.525  2.347  2.011  -0.734
C  -1.363  2.830  2.850  -0.401
C  -1.452  3.070  4.161  -0.604
C  -2.735  2.963  4.948  -0.818
C  -2.926  1.590  5.674  -0.771
C  2.622  0.063  1.577  -1.143
H  -2.083  -0.429  5.397  0.886
H  -2.584  -0.727  3.053  0.906
H  -4.349  1.670  3.058  0.512
H  -3.835  0.669  1.755  0.335
H  -2.166  1.941  1.050  0.331
H  -3.144  3.233  1.761  0.345
H  -0.460  3.065  2.268  0.511
H  -0.582  3.497  4.679  0.558
H  -3.626  3.136  4.329  0.308
H  -2.740  3.736  5.730  0.506
H  -2.251  1.531  6.537  -0.113
H  -3.944  1.576  6.086  0.471
H  3.422  -0.255  2.251  0.356
H  1.998  0.770  2.115  0.160
H  3.005  0.481  0.644  0.292
P  0.176  -2.274  -3.026  0.082
P  2.165  0.296  -3.684  0.083
C  -0.423  -0.694  -3.691  -0.655
C  0.404  0.285  -4.131  -0.917
C  -0.483  -3.361  -4.382  0.325
C  -1.584  -3.028  -5.181  0.169
C  -1.882  -3.787  -6.318  -0.709
C  -1.141  -4.939  -6.613  -0.399
C  -0.124  -5.345  -5.738  -0.549
C  0.223  -4.555  -4.640  -0.491
C  -1.095  -2.519  -1.718  0.316
C  -1.037  -1.647  -0.604  -0.415
C  -1.919  -1.800  0.466  0.031
C  -2.960  -2.730  0.375  -0.570
C  -3.040  -3.577  -0.739  -0.784
C  -2.083  -3.499  -1.756  -0.414
C  2.770  0.743  -5.386  0.329
C  2.417  -0.112  -6.455  -0.443
C  2.705  0.253  -7.774  -0.569
C  3.377  1.457  -8.040  -0.443
C  3.795  2.265  -6.977  -0.533
C  3.518  1.898  -5.656  -0.322
C  2.263  1.932  -2.836  0.413
C  3.430  2.194  -2.088  -0.425
C  3.560  3.397  -1.387  -0.648
C  2.532  4.346  -1.429  -0.463
C  1.390  4.105  -2.194  -0.750
C  1.248  2.897  -2.890  0.089
H  -1.511  -0.565  -3.761  0.690
H  0.048  1.101  -4.782  0.835
H  -2.210  -2.171  -4.939  0.283
H  -2.689  -3.483  -6.982  0.360
H  -1.357  -5.524  -7.511  0.368
H  0.413  -6.280  -5.919  0.350
H  1.042  -4.851  -3.979  0.367
H  -0.253  -0.863  -0.589  0.579
H  -1.779  -1.200  1.376  -0.032
H  -3.704  -2.785  1.171  0.448
H  -3.851  -4.298  -0.818  0.382
H  -2.127  -4.184  -2.604  0.393
H  1.890  -1.050  -6.257  0.396
H  2.404  -0.397  -8.602  0.371
H  3.583  1.749  -9.075  0.352
H  4.339  3.191  -7.180  0.367
H  3.865  2.528  -4.836  0.298
H  4.228  1.450  -2.059  0.402
H  4.466  3.582  -0.806  0.423
H  2.627  5.271  -0.858  0.380
H  0.596  4.850  -2.246  0.395
H  0.347  2.711  -3.467  0.334
O  0.924  -1.750  3.135  -0.895
C  0.418  -0.677  3.702  0.471
O  -0.173  0.226  3.057  -0.205
C  0.620  -0.577  5.191  0.244
C  0.143  0.564  5.869  -0.218
C  0.102  0.616  7.258  -0.150
C  0.776  -0.387  8.003  -0.338
C  1.481  -1.418  7.316  -0.591
C  1.322  -1.557  5.933  -0.383
N  0.637  -0.446  9.413  0.927
O  -0.164  0.351  9.972  -0.571
O  1.290  -1.299  10.045  -0.591
H  -0.230  1.408  5.280  0.385
H  -0.436  1.422  7.773  0.545
H  2.110  -2.102  7.895  0.462
H  1.778  -2.414  5.401  0.399

For the HOMO energy, the calculation gives -8.0373 eV. The total charge is 0. The energy above the lowest of the compared OMol25 structures with the same formula, charge and spin comes out at 0.00 kJ/mol. The calculation puts the LUMO energy at -1.1 eV.



[2]
Computed, not measured: C42H42AsIrN2O4P2 as an isolated structure, with ωB97M-V with the def2-TZVPD basis set.

Each line ends with the Mulliken charge.
Geometry (Å):
Ir  -0.768  -0.936  -0.235  2.665
C  0.507  2.616  -0.849  -1.728
N  1.868  2.119  -0.692  1.557
C  2.204  0.961  0.082  -2.126
P  1.598  -0.681  -0.656  0.776
C  2.290  -0.744  -2.321  0.464
C  1.684  -1.642  -3.201  -0.811
C  2.214  -1.841  -4.465  -0.698
C  3.347  -1.140  -4.855  -0.703
C  3.940  -0.230  -3.991  -0.810
C  3.413  -0.022  -2.726  -0.311
C  2.633  -1.780  0.344  1.011
C  3.840  -2.313  -0.103  -0.627
C  4.579  -3.136  0.733  -0.736
C  4.130  -3.411  2.018  -0.686
C  2.922  -2.888  2.464  -0.800
C  2.167  -2.082  1.627  -0.425
C  2.891  2.960  -1.121  0.115
C  4.017  3.169  -0.302  0.123
C  5.014  4.026  -0.712  -0.947
C  4.925  4.669  -1.945  -0.436
C  3.812  4.464  -2.760  -0.947
C  2.796  3.629  -2.353  -0.055
P  -0.987  1.529  -0.537  0.665
C  -2.160  2.390  -1.620  0.412
C  -2.504  3.721  -1.370  -0.239
C  -3.376  4.375  -2.223  -0.856
C  -3.909  3.709  -3.321  -0.542
C  -3.574  2.386  -3.565  -0.735
C  -2.698  1.724  -2.717  -0.321
C  -1.515  2.055  1.121  0.717
C  -2.883  2.018  1.402  -0.621
C  -3.350  2.410  2.645  -0.876
C  -2.457  2.817  3.626  -0.708
C  -1.094  2.823  3.365  -0.881
C  -0.623  2.443  2.118  -0.335
H  0.390  2.966  -1.876  0.502
H  0.376  3.495  -0.207  0.626
H  1.775  0.963  1.088  0.053
H  3.285  0.874  0.150  1.248
H  0.798  -2.181  -2.881  0.308
H  1.745  -2.533  -5.152  0.474
H  3.771  -1.303  -5.837  0.418
H  4.824  0.314  -4.297  0.483
H  3.885  0.689  -2.060  0.557
H  4.197  -2.098  -1.103  0.405
H  5.505  -3.569  0.377  0.469
H  4.721  -4.035  2.675  0.427
H  2.566  -3.115  3.461  0.512
H  1.211  -1.686  1.959  0.270
H  4.075  2.713  0.677  0.509
H  5.856  4.211  -0.059  0.446
H  5.719  5.328  -2.269  0.451
H  3.746  4.958  -3.719  0.450
H  1.956  3.450  -3.012  0.469
H  -2.110  4.238  -0.502  0.405
H  -3.649  5.403  -2.025  0.449
H  -4.589  4.226  -3.985  0.433
H  -3.998  1.866  -4.414  0.462
H  -2.437  0.687  -2.895  0.366
H  -3.584  1.724  0.630  0.565
H  -4.414  2.401  2.846  0.498
H  -2.823  3.143  4.591  0.459
H  -0.396  3.135  4.131  0.492
H  0.443  2.481  1.924  0.131
O  -2.874  -1.639  -0.213  -0.743
C  -3.714  -1.462  0.681  -0.645
C  -3.453  -1.266  2.071  1.486
C  -4.557  -1.234  2.936  -0.347
C  -4.375  -1.089  4.283  -0.788
C  -3.089  -0.969  4.828  -0.529
C  -1.997  -0.980  4.006  -0.688
C  -2.124  -1.131  2.600  -0.342
O  -1.041  -1.148  1.895  -0.685
N  -5.545  -1.064  5.171  0.988
O  -6.641  -1.062  4.645  -0.598
O  -5.331  -1.041  6.365  -0.601
H  -4.777  -1.479  0.398  0.384
H  -5.563  -1.342  2.550  0.569
H  -2.986  -0.867  5.900  0.569
H  -0.996  -0.879  4.402  0.520
C  -1.924  -4.551  -1.501  -1.280
As  -0.600  -3.706  -0.352  0.768
C  -1.062  -4.411  1.401  -1.179
C  0.984  -4.792  -0.749  -1.075
H  -2.002  -5.607  -1.244  0.432
H  -1.604  -4.458  -2.538  0.402
H  -2.893  -4.072  -1.387  0.353
H  -1.107  -5.498  1.336  0.497
H  -2.022  -4.034  1.749  0.303
H  -0.286  -4.119  2.108  0.268
H  1.285  -5.320  0.154  0.405
H  1.817  -4.181  -1.089  0.215
H  0.740  -5.516  -1.525  0.464

For the HOMO energy (alpha / beta), the calculation gives -11.2163 / -13.3035 eV. The total charge is +2. As for the expectation value of S²: 6.04. As for the spin multiplicity: 5. The calculation puts the LUMO energy (alpha / beta) at -5.0 / -8.5 eV.



[3]
Computed, not measured: C42H42BIN11O8SSiTa as an isolated structure, with ωB97M-V with the def2-TZVPD basis set.

Each line ends with the Mulliken charge.
Geometry (Å):
Ta  -0.240  0.126  -0.942  1.315
O  -2.521  4.150  2.997  -0.542
C  -1.963  3.249  2.465  -0.100
C  -0.484  3.261  1.990  -0.119
O  0.378  4.086  2.279  -0.618
C  -0.476  2.047  1.157  -0.129
C  -1.636  1.344  1.246  0.671
O  -1.687  0.271  0.494  0.600
C  -2.664  1.946  2.040  -0.138
O  -3.840  1.674  2.235  -0.659
O  0.410  1.547  0.357  0.389
B  -0.251  -2.979  -2.933  0.095
N  -1.598  -2.626  -2.150  -0.494
C  -2.753  -3.278  -2.369  0.194
C  -3.777  -2.526  -1.806  -2.546
C  -3.135  -1.409  -1.221  -0.023
N  -1.827  -1.504  -1.411  0.439
N  0.021  -1.668  -3.774  -0.151
C  -0.064  -1.544  -5.111  -0.220
C  -0.111  -0.195  -5.471  -1.501
C  0.073  0.420  -4.235  -0.125
N  0.108  -0.436  -3.231  0.309
H  -0.481  -4.000  -3.659  -0.177
H  0.650  -3.144  -2.196  -0.198
H  -2.720  -4.215  -2.896  0.524
H  -4.839  -2.750  -1.970  0.750
H  -3.550  -0.581  -0.639  0.537
H  -0.069  -2.420  -5.740  0.470
H  -0.057  0.237  -6.489  0.407
H  0.265  1.429  -3.923  0.554
N  -4.683  -3.948  0.915  -0.743
N  -4.506  -2.856  1.716  1.254
N  -5.271  -1.815  1.665  -0.946
C  -4.684  -1.055  2.594  -0.291
N  -3.646  -1.631  3.159  -0.227
N  -3.543  -2.819  2.585  -0.385
H  -5.652  -4.208  1.010  0.335
H  -4.510  -3.687  -0.074  0.265
H  -5.053  -0.129  2.960  0.785
C  -0.938  -3.495  1.051  -1.015
C  0.479  -3.417  1.659  3.057
C  0.513  -3.847  3.118  -2.056
C  1.265  -4.450  0.871  -2.139
Si  1.307  -1.734  1.366  -1.040
O  0.620  -1.177  -0.055  1.340
C  0.889  -0.487  2.688  0.785
C  -0.363  -0.613  3.266  -0.389
C  -0.804  0.186  4.323  -1.048
C  0.067  1.233  4.704  -0.566
C  1.302  1.467  4.063  -1.043
C  1.717  0.566  3.108  -0.035
C  3.197  -1.900  0.939  0.398
C  3.543  -2.421  -0.331  0.161
C  4.845  -2.461  -0.794  -0.848
C  5.867  -2.139  0.118  -0.516
C  5.550  -1.760  1.423  -0.862
C  4.233  -1.571  1.798  -0.053
H  -1.607  -4.141  1.597  0.706
H  -1.022  -3.772  -0.012  0.195
H  -1.437  -2.520  0.978  -0.558
H  0.114  -4.840  3.195  0.625
H  -0.109  -3.247  3.746  0.290
H  1.553  -3.936  3.478  0.339
H  0.826  -5.409  0.955  0.628
H  2.270  -4.492  1.269  0.469
H  1.330  -4.219  -0.190  0.180
H  -1.054  -1.368  2.939  0.316
H  -1.799  0.100  4.772  0.482
H  -0.289  1.932  5.446  0.403
H  1.946  2.312  4.321  0.405
H  2.649  0.738  2.564  0.420
H  2.779  -2.731  -1.007  0.038
H  5.032  -2.651  -1.830  0.476
H  6.908  -2.224  -0.178  0.382
H  6.297  -1.460  2.072  0.522
H  3.969  -1.235  2.819  0.304
N  2.034  3.347  -1.131  -0.049
C  2.578  2.163  -0.973  0.628
S  2.020  0.833  -1.978  -0.490
N  3.637  1.920  -0.203  0.258
C  4.053  2.911  0.754  -0.077
C  5.346  3.342  0.824  -0.489
C  5.647  4.364  1.685  -0.481
C  4.705  4.972  2.408  -0.837
C  3.365  4.498  2.454  -1.249
C  3.069  3.432  1.609  0.709
H  1.186  3.407  -1.714  0.181
H  2.236  4.171  -0.538  0.351
H  3.850  0.920  -0.090  -0.260
H  6.100  2.854  0.249  0.537
H  6.671  4.723  1.798  0.371
H  4.916  5.764  3.073  0.446
H  2.597  4.952  3.047  0.572
H  2.062  2.991  1.598  0.297
I  -6.452  3.406  -6.314  0.093
C  -4.848  3.175  -5.017  0.054
C  -4.533  1.883  -4.551  -0.927
C  -3.476  1.716  -3.684  0.012
C  -2.679  2.808  -3.308  0.228
C  -2.946  4.073  -3.821  -0.761
C  -4.046  4.274  -4.673  -0.606
C  -1.443  2.737  -2.446  -0.212
O  -0.583  3.626  -2.358  -0.911
O  -1.310  1.604  -1.833  0.563
H  -5.192  1.076  -4.863  0.385
H  -3.205  0.706  -3.422  0.506
H  -2.333  4.863  -3.449  0.513
H  -4.286  5.306  -5.007  0.331

For the HOMO energy, the calculation gives -8.7587 eV. The total charge is 0. The energy above the lowest of the compared OMol25 structures with the same formula, charge and spin comes out at 0.00 kJ/mol. The calculation puts the LUMO energy at -0.6 eV.



[4]
Computed, not measured: C42H42BrN4O4PPtS as an isolated structure, with ωB97M-V with the def2-TZVPD basis set.

Each line ends with the Mulliken charge.
Geometry (Å):
Pt  -21.182  2.185  7.235  3.252
O  -23.012  1.330  9.460  -0.649
S  -22.000  2.058  10.215  0.872
O  -20.814  2.331  9.393  -0.732
O  -22.417  3.279  10.879  -0.642
C  -21.373  0.889  11.382  -0.019
C  -22.302  0.172  12.137  -0.948
C  -21.870  -0.665  13.139  -0.785
C  -20.540  -0.710  13.508  -0.862
C  -19.587  -0.004  12.800  -0.760
C  -19.988  0.780  11.689  -0.061
P  -18.792  1.765  10.752  1.433
C  -18.895  3.498  11.136  0.137
C  -18.693  4.429  10.127  0.186
C  -18.884  5.789  10.411  -0.573
C  -19.398  6.162  11.639  -0.599
C  -19.664  5.203  12.634  -0.818
C  -19.335  3.868  12.407  -0.437
C  -17.159  1.102  10.929  0.698
C  -16.964  -0.276  10.715  -0.104
C  -15.660  -0.805  10.677  -0.855
C  -14.588  0.092  10.756  -0.552
C  -14.814  1.416  10.982  -0.673
C  -16.048  1.915  11.083  -0.675
H  -23.353  0.195  12.122  0.567
H  -22.713  -1.146  13.657  0.403
H  -20.303  -1.293  14.363  0.501
H  -18.549  -0.090  13.141  0.465
H  -18.414  4.150  9.079  0.242
H  -18.712  6.570  9.663  0.445
H  -19.363  7.249  11.816  0.411
H  -20.116  5.469  13.556  0.507
H  -19.581  3.131  13.169  0.481
H  -17.882  -1.008  10.637  0.201
H  -15.608  -1.875  10.484  0.418
H  -13.598  -0.240  10.633  0.498
H  -13.958  2.097  11.203  0.426
H  -16.137  2.937  11.373  0.486
C  -23.280  -3.228  7.622  -1.225
C  -22.890  -2.047  6.708  0.376
C  -23.140  -2.071  5.283  -0.500
C  -22.640  -1.125  4.495  -0.721
C  -21.981  0.001  5.113  0.445
Br  -21.199  1.386  4.078  -0.073
N  -21.960  0.147  6.405  -0.361
C  -22.397  -0.828  7.213  -0.605
H  -22.287  -3.662  8.006  0.251
H  -23.775  -4.049  7.123  0.391
H  -23.831  -2.917  8.517  0.308
H  -23.657  -3.006  4.961  0.377
H  -22.838  -1.090  3.402  0.414
H  -22.352  -0.523  8.246  0.590
N  -19.290  1.561  7.387  -0.005
C  -18.182  1.208  6.883  -0.662
C  -17.112  2.263  6.892  0.682
C  -15.869  2.037  7.552  0.171
C  -14.943  3.079  7.540  -1.071
C  -15.216  4.281  6.838  -0.718
C  -16.382  4.456  6.213  -0.808
C  -17.304  3.432  6.217  0.229
C  -17.758  -0.200  6.534  0.441
C  -18.420  -1.339  7.025  -0.042
C  -17.996  -2.627  6.660  -1.107
C  -16.964  -2.778  5.785  -0.400
C  -16.173  -1.705  5.403  -0.824
C  -16.578  -0.395  5.747  -0.167
H  -15.748  1.020  8.096  0.407
H  -13.977  2.905  7.936  0.533
H  -14.458  5.022  6.816  0.495
H  -16.643  5.378  5.748  0.489
H  -18.303  3.682  5.802  0.310
H  -19.261  -1.255  7.688  0.733
H  -18.539  -3.526  7.047  0.393
H  -16.564  -3.769  5.488  0.381
H  -15.348  -1.740  4.697  0.407
H  -15.926  0.476  5.541  0.428
C  -21.849  5.459  6.943  -0.876
N  -23.048  5.164  7.766  0.264
C  -23.186  5.820  9.118  -0.834
C  -23.627  3.959  7.593  0.528
O  -23.109  3.013  6.941  -0.742
N  -24.886  3.753  7.992  0.135
C  -25.888  4.775  8.246  -1.260
C  -25.395  2.439  7.853  -0.852
H  -21.696  6.491  6.915  0.474
H  -22.022  5.135  5.896  0.265
H  -20.829  5.121  7.287  0.135
H  -22.159  5.608  9.650  -0.004
H  -24.034  5.316  9.667  0.457
H  -23.345  6.931  9.075  0.314
H  -25.496  5.745  8.280  0.530
H  -26.507  4.553  9.134  0.339
H  -26.594  4.746  7.391  0.414
H  -24.755  1.715  8.340  0.184
H  -25.457  2.130  6.823  0.343
H  -26.404  2.553  8.218  0.341

For the HOMO energy (alpha / beta), the calculation gives -13.2793 / -13.4938 eV. The total charge is +2. The energy above the lowest of the compared OMol25 structures with the same formula, charge and spin comes out at 217.00 kJ/mol. As for the expectation value of S²: 6.03. As for the spin multiplicity: 5. The calculation puts the LUMO energy (alpha / beta) at -5.1 / -7.2 eV.



Q: Which E_tot values were calculated for the entries above? A: -78302.2155 -137642.4120 -106053.9005 -151780.5159, in eV.